Entry 1:
104
Properties=species:S:1:pos:R:3:mulliken_spin:R:1 method="wB97M-V/def2-TZVPD" spin_multiplicity=6 charge=+1 orbital_gap_ev="6.84 / 4.25" e_homo_ev="-9.4606 / -9.5056"
Fe 0.95351 0.98596 2.54103 3.813
C 1.92521 -0.41004 5.19973 0.006
N 0.62641 -0.04364 4.63673 0.032
C 0.05311 1.06186 5.40453 -0.003
C -0.28779 -1.19274 4.58923 -0.002
C -1.16739 -1.21524 3.32903 0.020
N -0.43479 -1.16204 2.05883 0.009
C -1.35599 -1.11054 0.92093 0.019
C -2.19759 0.11976 0.65673 0.120
C -3.26079 -0.01754 -0.21727 0.011
C -4.01799 1.07296 -0.62987 0.020
C -3.68399 2.31446 -0.09227 -0.009
C -2.63889 2.52466 0.78213 0.012
C -1.83099 1.40586 1.14543 0.272
O -0.78539 1.51626 1.88483 0.263
C -2.35239 3.95626 1.21763 0.058
C -1.32739 4.09156 2.34643 -0.022
C -3.64959 4.62336 1.70493 0.011
C -1.80059 4.68186 -0.01947 0.020
C -5.14999 0.99746 -1.63887 0.061
C -6.44879 1.48666 -0.98447 0.031
C -5.39089 -0.41364 -2.17817 0.008
C -4.80739 1.90586 -2.82897 0.028
C 0.43241 -2.33144 1.83393 -0.008
C 1.37421 -2.17474 0.66363 0.025
C 1.44241 -3.08984 -0.37047 -0.010
C 2.43111 -2.99724 -1.35017 0.013
C 3.36161 -1.95954 -1.24507 -0.005
C 3.33881 -1.01774 -0.24197 0.000
C 2.30041 -1.09934 0.72763 -0.010
O 2.19031 -0.24224 1.68343 0.104
C 4.41431 0.04186 -0.06847 0.008
C 5.49361 -0.03014 -1.15117 0.000
C 3.80911 1.45036 -0.12177 0.004
C 5.08221 -0.17844 1.29863 -0.003
C 2.59161 -3.99824 -2.48197 0.001
C 2.57751 -3.25684 -3.82657 0.001
C 1.47621 -5.04474 -2.51707 0.001
C 3.93031 -4.73484 -2.31897 0.001
H 1.83751 -0.70144 6.25463 0.002
H 2.60921 0.43726 5.13043 -0.001
H 2.35591 -1.23784 4.63953 -0.001
H -0.07539 0.78846 6.46013 0.006
H -0.91429 1.33376 4.99103 0.001
H 0.71351 1.92986 5.35263 0.006
H -0.95419 -1.18114 5.46003 0.000
H 0.29811 -2.11074 4.64743 -0.001
H -1.82499 -0.34234 3.34043 -0.007
H -1.79729 -2.11784 3.37903 0.003
H -2.04419 -1.97304 0.97543 0.019
H -0.71569 -1.26454 0.04263 0.026
H -3.49509 -1.00184 -0.59547 0.005
H -4.26709 3.16866 -0.38947 -0.002
H -1.63609 3.52946 3.22463 0.000
H -1.23629 5.13956 2.62293 -0.002
H -0.34719 3.74056 2.03023 0.017
H -4.08879 4.04686 2.51723 -0.002
H -4.38989 4.71496 0.91643 0.000
H -3.43649 5.62506 2.07043 0.000
H -0.91869 4.15736 -0.38017 -0.004
H -1.52279 5.70326 0.22653 0.001
H -2.53519 4.70466 -0.81947 0.000
H -6.71679 0.84646 -0.14837 -0.002
H -7.25689 1.46166 -1.71047 0.002
H -6.35459 2.50406 -0.61857 -0.003
H -5.64809 -1.10634 -1.38097 -0.001
H -4.51999 -0.78694 -2.71237 -0.001
H -6.22529 -0.38564 -2.87517 0.000
H -4.72229 2.94446 -2.52717 -0.001
H -5.58529 1.83686 -3.58457 0.002
H -3.86249 1.60566 -3.27507 -0.003
H -0.18109 -3.23344 1.69193 0.002
H 1.05091 -2.46884 2.72153 -0.007
H 0.72491 -3.89554 -0.39477 -0.001
H 4.14791 -1.91014 -1.97637 -0.001
H 5.06261 0.09796 -2.14167 0.000
H 6.03611 -0.97114 -1.11037 0.000
H 6.20631 0.77466 -0.99097 0.000
H 3.34411 1.62616 -1.08717 -0.002
H 4.59651 2.18536 0.02313 0.001
H 3.05341 1.59446 0.65053 0.005
H 5.59291 -1.13844 1.31823 0.000
H 4.34001 -0.16184 2.09163 0.000
H 5.80951 0.60786 1.48443 0.000
H 1.59331 -2.82374 -3.99607 0.000
H 2.78961 -3.94814 -4.63807 0.000
H 3.31811 -2.46344 -3.85447 0.000
H 0.50301 -4.57864 -2.65697 0.000
H 1.46011 -5.64174 -1.60917 0.000
H 1.64621 -5.71974 -3.35287 0.000
H 4.77371 -4.05734 -2.40907 0.000
H 4.02751 -5.49984 -3.08567 0.000
H 3.98361 -5.21884 -1.34717 0.000
C 1.29741 0.50186 -4.85187 0.000
N 1.27741 1.06336 -3.51787 0.003
C 0.50771 0.63466 -2.50847 0.004
N -0.16429 -0.52014 -2.64557 0.002
S 0.37461 1.55006 -1.11867 0.035
H 1.90521 1.13976 -5.48797 0.000
H 0.28771 0.45316 -5.26947 0.000
H 1.73791 -0.49894 -4.84907 0.000
H 1.69641 1.96956 -3.38017 0.000
H -0.01169 -1.13054 -3.42997 -0.001
H -0.72629 -0.84364 -1.87817 0.001

Entry 2:
17
Properties=species:S:1:pos:R:3:nbo_charge:R:1 method="wB97M-V/def2-TZVPD" spin_multiplicity=1 charge=+1 orbital_gap_ev=10.60 e_homo_ev=-14.9411
C 2.91184 -0.45285 -0.38479 0.088
N 1.76578 -0.42101 0.08098 -0.300
C 0.56523 -0.03160 0.14960 0.453
C 0.35656 1.41510 0.39903 -0.656
C -0.64003 -0.81863 0.02574 -0.323
C -1.80493 -0.28520 -0.79032 -0.357
C -2.00593 -0.46106 0.63586 -0.358
H 3.70253 -0.59057 0.42774 0.223
H 3.26536 -0.43298 -1.38825 0.231
H 0.38838 1.54965 1.41239 0.264
H -0.71616 1.84205 0.05916 0.248
H 1.10277 1.93422 -0.16134 0.245
H -0.28325 -1.85677 -0.18223 0.255
H -2.31129 -1.16309 -1.28108 0.262
H -1.57581 0.63215 -1.20245 0.231
H -2.12942 0.44076 1.10856 0.228
H -2.59165 -1.30015 1.09141 0.266

Entry 3:
52
Properties=species:S:1:pos:R:3:nbo_charge:R:1 method="wB97M-V/def2-TZVPD" spin_multiplicity=1 charge=0 orbital_gap_ev=8.19 e_homo_ev=-7.8506
C -2.79765 -4.75593 0.02253 -0.623
C -1.75924 -3.84042 -0.59659 -0.069
O -2.17047 -2.48971 -0.38489 -0.500
C -1.36890 -1.54914 -0.87486 0.805
O -0.34699 -1.81850 -1.48868 -0.649
C -1.80199 -0.17978 -0.60987 -0.291
C -0.96390 0.87740 -0.94384 0.086
N 0.27097 0.75260 -1.50991 -0.637
C 1.06901 1.83848 -1.71548 0.671
O 0.67405 2.96286 -1.46905 -0.598
C 2.50035 1.50179 -2.09570 -0.292
N 3.21107 1.21034 -0.86177 -0.440
C 3.53343 2.41445 -0.11287 -0.212
C 4.17095 2.07858 1.22409 -0.401
C 3.19103 1.22938 2.02189 -0.416
C 2.87113 -0.00557 1.22849 -0.100
C 2.57136 -1.19418 1.87293 -0.172
C 2.30982 -2.35488 1.16758 -0.256
C 2.38883 -2.33098 -0.21309 -0.170
C 2.68401 -1.15505 -0.87271 -0.289
C 2.90443 0.03679 -0.17388 0.244
S -1.60862 2.40543 -0.53734 0.519
C -3.06161 1.64324 0.08951 -0.385
C -4.13031 2.47946 0.62492 0.557
C -3.87619 3.96617 0.54807 -0.720
O -5.15685 2.03289 1.09828 -0.560
C -3.01462 0.26935 -0.01275 0.108
C -4.09849 -0.64704 0.43121 -0.656
H -2.50513 -5.79138 -0.12466 0.218
H -3.76685 -4.59105 -0.44024 0.214
H -2.88375 -4.55848 1.08750 0.214
H -1.66073 -4.01624 -1.67394 0.190
H -0.77340 -3.98263 -0.13906 0.189
H 0.55926 -0.21844 -1.67401 0.470
H 2.96716 2.37019 -2.56513 0.231
H 2.54116 0.65748 -2.78205 0.215
H 2.63641 3.02787 0.05539 0.193
H 4.22726 3.00026 -0.72732 0.200
H 5.09248 1.51625 1.06123 0.207
H 4.41511 3.00092 1.75214 0.217
H 2.27713 1.80264 2.21013 0.212
H 3.61250 0.95190 2.98984 0.217
H 2.53904 -1.20259 2.95361 0.208
H 2.06734 -3.26757 1.69063 0.211
H 2.21723 -3.22813 -0.78779 0.214
H 2.76038 -1.17830 -1.94878 0.206
H -3.74316 4.26726 -0.48878 0.233
H -2.96885 4.21919 1.09204 0.232
H -4.72029 4.49969 0.97704 0.239
H -4.39686 -1.29551 -0.39002 0.225
H -3.73525 -1.28419 1.23554 0.229
H -4.95284 -0.07717 0.78048 0.261

Entry 4:
203
Properties=species:S:1:pos:R:3:mulliken_charge:R:1 method="wB97M-V/def2-TZVPD" spin_multiplicity=1 charge=+9 orbital_gap_ev=4.75 e_homo_ev=-18.4219
C -21.37182 -19.58080 -2.61469 -0.897
N -22.62167 -20.26954 -2.34165 0.051
C -23.05769 -21.16056 -3.29918 -0.447
C -24.20106 -21.84902 -3.07797 -0.601
C -24.98894 -21.55972 -1.93074 0.684
C -24.54060 -20.65904 -0.97666 -0.715
C -23.34433 -20.01929 -1.24066 -0.061
C -26.28239 -22.24385 -1.68091 0.597
C -27.48695 -21.51599 -1.53837 -0.681
C -28.65862 -22.14921 -1.23410 -0.221
N -28.74405 -23.55354 -1.10456 0.106
C -27.61658 -24.20794 -1.37919 -0.307
C -26.37712 -23.59075 -1.65973 -0.483
C -30.02230 -24.16774 -0.62022 -0.837
H -21.39236 -19.26265 -3.65995 0.396
H -20.50770 -20.25233 -2.43567 0.340
H -21.25097 -18.70641 -1.96322 0.311
H -22.39392 -21.35673 -4.13333 0.493
H -24.55028 -22.54088 -3.80695 0.555
H -25.01494 -20.47636 -0.05744 0.536
H -22.99173 -19.18423 -0.57752 0.323
H -27.46762 -20.45028 -1.56590 0.527
H -29.58856 -21.58924 -1.06978 0.399
H -27.54348 -25.28083 -1.28156 0.421
H -25.54272 -24.28357 -1.85690 0.459
H -30.68744 -23.38480 -0.28654 0.297
H -29.95828 -24.90783 0.14268 0.375
H -30.60232 -24.54857 -1.45970 0.378
C -23.69421 -11.81611 14.35566 -0.855
N -24.92311 -11.50924 15.19479 0.064
C -24.82012 -10.72631 16.26910 -0.219
C -25.85344 -10.26543 17.05184 -0.650
C -27.13825 -10.65500 16.63184 0.594
C -27.26297 -11.41909 15.49785 -0.527
C -26.16732 -11.82885 14.78995 -0.433
C -28.29301 -10.38543 17.52220 0.643
C -28.52064 -9.02564 17.89058 -0.722
C -29.47888 -8.73682 18.86617 -0.293
N -30.15512 -9.78039 19.43895 0.046
C -29.97500 -11.09844 19.08482 -0.235
C -29.03975 -11.40558 18.08586 -0.610
C -31.20406 -9.53660 20.47618 -0.932
H -22.77257 -11.59333 14.91736 0.279
H -23.67435 -11.14197 13.50510 0.362
H -23.75546 -12.83177 14.04588 0.398
H -23.81782 -10.49717 16.54887 0.394
H -25.66968 -9.69380 17.96689 0.507
H -28.23830 -11.68330 15.21078 0.578
H -26.28422 -12.41676 13.93420 0.523
H -28.00124 -8.25373 17.42221 0.617
H -29.75562 -7.75628 19.23151 0.481
H -30.59166 -11.86007 19.56076 0.412
H -28.85414 -12.43258 17.79620 0.484
H -31.93785 -10.33265 20.47164 0.356
H -31.70633 -8.61003 20.20264 0.387
H -30.79160 -9.39335 21.43745 0.348
C -27.22114 -21.41150 18.70617 -1.239
C -27.18916 -22.80351 19.31623 -0.260
N -26.18250 -22.88666 20.40879 0.102
C -26.25389 -23.87381 21.40781 -0.288
C -25.07169 -23.70795 22.22900 -0.431
N -24.50610 -22.54799 21.78939 0.068
C -25.14614 -22.07732 20.69195 -0.005
C -23.27112 -22.01326 22.29401 -0.872
H -26.26396 -21.22740 18.21187 0.355
H -27.40721 -20.69894 19.52897 0.360
H -27.99678 -21.20808 17.95261 0.353
H -26.76792 -23.53493 18.66420 0.334
H -28.07584 -23.21635 19.76508 0.362
H -27.06184 -24.61155 21.38795 0.374
H -24.84025 -24.36188 23.04161 0.439
H -24.91138 -21.19476 20.10137 0.313
H -23.32422 -21.81426 23.31721 0.382
H -23.11866 -21.04193 21.79743 0.285
H -22.49044 -22.73124 22.15748 0.368
C -10.68825 -13.92142 4.50652 -1.440
C -11.89301 -14.84530 4.45392 -0.013
N -12.59312 -14.84500 5.70420 0.171
C -13.37276 -15.86691 6.21830 -0.293
C -13.73265 -15.48366 7.49026 -0.393
N -13.29266 -14.16871 7.66931 0.108
C -12.56638 -13.80388 6.61933 -0.083
C -13.60194 -13.33512 8.83875 -0.857
H -10.04697 -14.21972 5.33520 0.402
H -10.91105 -12.86220 4.58887 0.393
H -10.04488 -13.93707 3.66714 0.386
H -11.74624 -15.92270 4.21998 0.350
H -12.51409 -14.41554 3.65865 0.202
H -13.52348 -16.86148 5.77386 0.363
H -14.15612 -16.04819 8.30405 0.419
H -12.19333 -12.82628 6.34348 0.276
H -13.19844 -13.79621 9.78414 0.323
H -14.68167 -13.23580 8.84467 0.360
H -13.16571 -12.33663 8.73708 0.326
C -20.75656 -20.46185 7.21814 -1.465
C -21.34753 -20.09797 8.55928 0.054
C -20.91622 -21.10910 9.62042 -0.863
N -20.93495 -20.48799 10.99717 0.308
C -22.28325 -20.03218 11.30323 -0.893
C -19.91777 -19.37083 11.11321 -0.416
C -19.68102 -19.23690 12.65611 -0.679
C -20.31072 -20.46854 13.32654 -0.771
C -20.58320 -21.45414 12.15320 -0.535
H -19.67685 -20.34313 7.14645 0.357
H -21.26285 -20.05743 6.36250 0.381
H -20.90217 -21.55906 7.09253 0.318
H -22.42769 -20.03131 8.50157 0.399
H -20.97808 -19.09191 8.89669 0.125
H -19.89870 -21.43380 9.44625 0.396
H -21.58712 -21.95761 9.53569 0.391
H -22.86100 -20.85865 11.64875 0.274
H -22.79724 -19.64806 10.46420 0.269
H -22.34417 -19.29977 12.09925 0.368
H -20.34945 -18.54445 10.61999 0.091
H -19.05967 -19.57077 10.48731 0.461
H -19.93004 -18.24506 13.03937 0.344
H -18.60834 -19.26418 12.73154 0.362
H -21.21591 -20.18919 13.85338 0.289
H -19.75264 -20.90982 14.14648 0.479
H -21.39606 -22.19960 12.18068 0.412
H -19.64680 -21.92389 11.78893 0.385
C -19.42273 -27.90616 9.58327 -1.244
C -18.87635 -28.45342 8.21510 -0.266
C -18.19544 -27.23525 7.54404 -0.924
N -17.43052 -27.52546 6.28885 0.024
C -16.21867 -28.34092 6.63875 -0.812
C -17.03656 -26.22012 5.67887 -0.720
C -16.90130 -26.55162 4.13745 -0.521
C -17.63447 -27.88800 3.92169 -0.773
C -18.32046 -28.13723 5.25168 -0.526
H -20.08430 -27.03215 9.42381 0.304
H -18.57534 -27.63977 10.24181 0.325
H -19.98809 -28.66576 10.18455 0.373
H -19.66923 -28.86757 7.57417 0.379
H -18.31724 -29.39594 8.47126 0.320
H -17.51018 -26.64158 8.17614 0.484
H -19.04909 -26.60151 7.40120 0.413
H -16.58662 -29.28550 6.92888 0.358
H -15.65886 -27.76290 7.37071 0.335
H -15.56581 -28.44335 5.74010 0.425
H -16.17959 -25.87102 6.19731 0.494
H -17.83192 -25.50302 5.84253 0.345
H -15.82505 -26.54652 3.90891 0.319
H -17.39038 -25.73128 3.55872 0.331
H -17.05665 -28.78442 3.78008 0.373
H -18.38161 -27.68801 3.17793 0.376
H -18.48644 -29.19679 5.51991 0.457
H -19.22351 -27.49473 5.30077 0.354
C -25.18746 -27.19619 14.00635 -1.353
C -25.53680 -27.77479 15.35173 -0.172
C -25.65441 -29.29217 15.22676 -1.005
N -25.95195 -30.12081 16.44832 0.165
C -24.68869 -30.30897 17.16341 -1.089
C -26.67085 -31.43143 15.96609 -0.559
C -28.11951 -30.95853 15.74121 -0.591
C -28.23822 -29.57390 16.45526 -0.601
C -26.98381 -29.48240 17.32651 -0.719
H -24.76785 -27.98284 13.32527 0.337
H -24.55529 -26.32671 14.01681 0.367
H -26.11780 -26.93696 13.46222 0.338
H -26.39249 -27.24045 15.82049 0.291
H -24.75706 -27.55438 16.12725 0.324
H -24.72571 -29.69989 14.86385 0.521
H -26.36280 -29.54083 14.40454 0.424
H -24.24937 -29.37933 17.51320 0.359
H -23.97418 -30.87671 16.58812 0.444
H -24.81748 -30.87607 18.07617 0.439
H -26.44780 -32.21125 16.68235 0.441
H -26.22130 -31.76785 15.01897 0.320
H -28.77574 -31.74643 16.18330 0.327
H -28.34142 -30.83026 14.67254 0.328
H -29.10893 -29.44081 17.11360 0.461
H -28.27447 -28.70181 15.87777 0.327
H -27.07255 -30.00651 18.29177 0.499
H -26.77229 -28.44706 17.60361 0.376
C -26.93383 -13.86914 8.37719 -1.413
C -25.53056 -13.53072 7.94742 -0.024
C -25.52762 -12.36694 6.98222 -0.915
N -24.13694 -11.78641 6.64677 0.075
C -23.40349 -11.30675 7.87017 -1.051
C -24.31212 -10.53039 5.78206 -0.613
C -23.00189 -10.39069 5.01113 -0.659
C -22.27179 -11.76331 5.10756 -0.565
C -23.29344 -12.66207 5.81570 -0.722
H -27.52658 -14.22215 7.55279 0.375
H -27.45727 -12.98492 8.90468 0.317
H -26.86570 -14.70757 9.08871 0.387
H -25.19159 -14.38135 7.38884 0.259
H -24.92563 -13.39664 8.85174 0.351
H -26.05965 -11.59863 7.50117 0.459
H -26.01908 -12.56349 6.06921 0.413
H -22.69094 -10.51073 7.63178 0.384
H -22.94549 -12.22480 8.16804 0.503
H -24.09158 -11.01213 8.67847 0.281
H -24.68413 -9.73528 6.42366 0.426
H -25.09371 -10.80619 5.10087 0.416
H -22.30278 -9.62182 5.32388 0.324
H -23.21916 -10.08203 3.97420 0.369
H -21.39895 -11.59635 5.74491 0.313
H -21.95078 -12.13767 4.13920 0.364
H -22.88019 -13.45201 6.45315 0.494
H -24.00623 -13.03474 5.15711 0.446
Br -22.25804 -16.53061 10.26052 -0.833